Entry 1:
# C23H23I2NO4

C23H23I2NO4 as an isolated structure (ωB97M-V/def2-TZVPD, the Open Molecules 2025 dataset).

```
53
Properties=species:S:1:pos:R:3:forces:R:3
C -1.985396 -0.592109 -4.247002 -0.37 -1.08 -0.14
C -2.707730 -0.879860 -2.861017 1.37 1.19 1.91
I -4.570209 -2.042801 -2.999465 1.51 0.88 -0.32
C -2.212557 -0.451020 -1.584048 -0.17 -0.81 -3.36
I -3.413468 -1.069100 0.143492 1.47 0.80 -0.72
C -0.879876 0.374342 -1.497578 0.47 2.04 1.84
C -0.579421 1.405273 -0.575389 -0.25 -0.89 -1.10
C -1.403579 2.036038 0.617866 1.37 0.70 1.05
C -2.346953 3.255091 0.202696 -3.29 -0.71 -2.68
O -3.382353 2.960497 -0.456645 3.73 0.84 2.13
N -2.097898 4.672822 0.471233 1.07 -1.22 0.79
C -1.263854 5.316906 -0.589705 -0.62 -0.26 -1.22
C -1.579920 4.922575 1.844600 1.06 0.18 0.73
C 0.894674 1.913368 -0.868701 1.67 1.43 0.89
O 1.627065 2.663449 -0.211363 -2.92 -2.34 -2.06
O 1.400748 1.328006 -2.087304 -3.42 -0.69 2.54
C 0.454369 0.275896 -2.350224 1.58 -2.38 -2.73
O 0.835064 -0.573052 -3.171873 -2.00 2.74 2.83
H -2.732385 -0.642152 -5.115162 0.94 0.23 1.45
H -1.253270 -1.464568 -4.424826 -1.00 1.45 0.31
H -1.419507 0.390824 -4.297998 -0.82 -1.27 0.31
H -0.624683 2.444908 1.365377 -0.98 -0.72 -1.22
H -2.027888 1.288722 1.213231 0.81 0.83 -1.25
H -1.637634 6.384744 -0.802928 0.79 -1.58 0.53
H -1.451332 4.713367 -1.553064 0.38 1.05 1.33
H -0.153517 5.272119 -0.338469 -1.32 0.23 -0.30
H -0.453698 5.181677 1.807092 -1.56 -0.51 0.15
H -2.079934 5.792319 2.386134 0.36 -1.11 -1.00
H -1.705173 4.003545 2.506984 0.07 1.19 -0.86
C 1.938296 -5.369237 0.026851 -0.02 0.07 -0.05
C 2.263789 -5.615441 -1.303074 -0.03 0.05 0.00
C 2.063817 -4.628525 -2.263130 -0.02 0.00 0.16
C 1.546863 -3.390883 -1.891434 0.02 -0.10 -0.03
C 1.224990 -3.143943 -0.560925 0.02 -0.14 -0.06
C 1.416431 -4.133857 0.397838 0.01 -0.02 -0.06
H 2.091262 -6.140008 0.774736 -0.01 0.06 -0.05
H 2.673162 -6.577918 -1.591818 -0.04 0.07 0.03
H 2.311587 -4.823001 -3.301039 -0.01 0.02 0.08
H 1.395685 -2.620623 -2.637908 0.03 -0.12 0.09
H 0.823480 -2.178191 -0.270554 0.03 -0.08 -0.02
H 1.160387 -3.942416 1.434177 0.07 -0.02 -0.08
C 0.911565 -0.409822 1.959728 0.12 0.03 0.24
C 0.591420 -1.492408 2.772825 0.00 0.03 0.02
C 1.169894 -1.611373 4.032484 0.01 0.07 -0.05
C 2.061340 -0.642726 4.483281 -0.04 0.00 -0.08
C 2.378602 0.441351 3.671968 -0.05 -0.07 0.00
C 1.807680 0.556543 2.408565 -0.04 -0.03 0.02
H 0.463284 -0.318781 0.976967 0.02 -0.05 0.09
H -0.109205 -2.244584 2.424460 0.03 0.08 0.02
H 0.925390 -2.458839 4.663742 0.01 0.06 -0.04
H 2.508424 -0.733507 5.467396 -0.03 0.00 -0.08
H 3.072507 1.197328 4.024278 -0.05 -0.07 -0.04
H 2.059664 1.399032 1.774642 0.00 -0.06 0.06
```
Positions in Å, forces in eV/Å.

Computed properties:
lowest unoccupied orbital energy = -1.7193 eV
max |F| = 0.086 Eh/bohr
net charge = 0
energy = -50101.388 eV

Results of the Löwdin charge analysis, in e, for atoms 1 through 6:
1. C -0.152
2. C -0.692
3. I 0.737
4. C -0.606
5. I 0.796
6. C -0.058

=====

Entry 2:
# C23H23N3O3

One molecule with the formula C23H23N3O3 (ωB97M-V/def2-TZVPD, the Open Molecules 2025 dataset).

```
52
Properties=species:S:1:pos:R:3:forces:R:3
C 3.404419 1.416528 -0.709261 0.10 -0.39 -0.07
C 4.076241 0.198221 -1.337838 0.03 0.48 -0.13
O 3.815152 -1.000469 -0.639146 -0.12 -0.29 0.20
C 2.615301 -1.631711 -0.801621 -0.07 -0.12 -0.01
C 2.441080 -2.795604 -0.047034 0.07 0.18 -0.13
C 1.271290 -3.515097 -0.120602 -0.20 0.04 -0.09
C 0.233314 -3.101221 -0.957838 0.21 0.10 0.00
C 0.410459 -1.957923 -1.721367 -0.28 -0.29 -0.01
C 1.587820 -1.227967 -1.640593 0.42 0.16 0.05
H 1.675147 -0.342444 -2.249583 0.05 0.11 -0.02
H -0.361876 -1.603829 -2.384710 -0.06 0.02 -0.03
O -0.889574 -3.883674 -0.944890 0.10 -0.07 0.15
C -1.990269 -3.499508 -1.739383 -0.23 -0.08 -0.17
C -2.573369 -2.161043 -1.355600 -0.03 0.05 -0.01
C -2.530023 -1.741083 -0.032071 -0.08 -0.07 -0.01
C -2.968246 -0.479657 0.320356 -0.12 -0.12 -0.08
C -3.466057 0.379249 -0.653564 -0.11 -0.32 -0.21
C -3.585354 -0.068359 -1.965364 -0.06 0.23 0.20
C -3.132642 -1.325784 -2.314930 0.08 -0.23 0.11
H -3.197091 -1.656066 -3.342189 0.03 -0.01 -0.12
H -4.008248 0.591161 -2.708092 -0.04 0.07 -0.06
C -3.861734 1.778265 -0.349162 -0.05 0.00 -0.08
O -4.863577 2.319380 -0.767972 0.02 -0.05 -0.06
N -2.977420 2.482878 0.428803 -0.12 1.12 0.42
N -1.809715 1.968834 0.834044 0.72 -0.33 0.10
C -0.963423 2.650290 1.507322 -0.81 0.49 -0.25
C 0.252241 1.939711 1.916686 0.59 -0.64 0.09
N 1.144537 2.633572 2.622094 -0.40 0.29 -0.15
C 2.235660 2.022797 3.040522 0.42 -0.32 0.15
C 2.505054 0.683985 2.798459 -0.10 0.08 0.00
C 1.582974 -0.043753 2.058979 -0.02 0.12 0.06
C 0.445321 0.590907 1.598847 0.05 0.14 0.10
H -0.292334 0.072775 1.008421 -0.06 -0.09 -0.07
H 1.751751 -1.087106 1.838609 -0.01 -0.06 -0.03
H 3.406982 0.225790 3.172722 0.10 -0.01 0.04
H 2.923881 2.640926 3.603549 0.12 -0.05 0.05
C -1.132310 4.083766 1.921162 -0.10 -0.14 -0.11
H -0.245318 4.400967 2.459220 -0.07 0.08 -0.01
H -2.002584 4.193368 2.569295 -0.08 0.06 0.04
H -1.270276 4.720060 1.046241 -0.04 0.08 -0.04
H -3.226734 3.454347 0.622633 0.02 -0.29 -0.08
H -2.923512 -0.163251 1.350355 0.04 0.01 0.05
H -2.125160 -2.404149 0.718378 0.06 -0.05 0.08
H -2.730653 -4.290870 -1.574944 0.13 0.11 -0.10
H -1.717602 -3.502311 -2.804347 -0.03 0.01 0.11
H 1.135143 -4.410831 0.464566 -0.01 -0.12 0.08
H 3.247533 -3.115856 0.594142 0.10 -0.05 0.08
H 3.792610 0.099393 -2.393098 0.07 -0.05 0.07
H 5.163247 0.310424 -1.285331 -0.15 -0.02 -0.10
H 3.667669 2.308722 -1.270881 0.01 0.12 -0.07
H 2.322375 1.308194 -0.702587 -0.10 0.05 0.01
H 3.737902 1.535057 0.318595 0.02 0.04 0.07
```
Positions in Å, forces in eV/Å.

Computed properties:
lowest unoccupied orbital energy = 0.2629 eV
max |F| = 0.023 Eh/bohr
SMILES string = CCOc1ccc(OCc2ccc(C(=O)N/N=C(\C)c3ccccn3)cc2)cc1
net charge = 0
relative energy (zero: lowest compared OMol25 entry of this formula, charge and spin) = 2.207 eV
energy = -34836.420 eV

Results of the Löwdin charge analysis, in e, for atoms 1 through 6:
1. C -0.060
2. C -0.243
3. O -0.057
4. C -0.292
5. C -0.021
6. C 0.003

=====

Entry 3:
# C23H23N3O5S

C23H23N3O5S as an isolated structure (ωB97M-V/def2-TZVPD, the Open Molecules 2025 dataset).

```
55
Properties=species:S:1:pos:R:3:forces:R:3
O -0.699610 1.493252 -2.426822 3.09 3.77 -5.49
C -1.356869 1.322655 -1.499961 -4.21 -4.26 3.12
N -1.172842 0.143653 -0.913974 -1.04 -4.19 6.25
C -0.213105 -0.827204 -1.083591 2.14 0.26 0.01
C 0.086640 -1.943457 -0.217954 -1.05 -0.77 -2.05
C 1.016794 -2.835206 -0.901483 0.04 -0.60 2.08
C 1.443047 -2.255201 -1.947793 6.65 2.45 -6.74
S 0.983747 -0.625609 -2.413274 -1.67 -2.00 1.78
C 2.859605 -2.912524 -2.669276 -7.56 -2.53 0.10
H 2.666049 -2.891324 -3.741360 -0.12 -0.39 -0.13
H 3.755198 -2.524094 -2.596463 4.30 2.76 1.39
C 2.780245 -4.366157 -2.050899 -6.22 3.41 -0.58
H 3.651810 -4.597048 -1.623597 3.60 -2.15 0.48
H 2.095660 -4.974388 -2.793601 2.09 0.47 1.92
C 1.900942 -4.053540 -0.697864 -5.04 -3.71 -0.94
H 0.994476 -5.027875 -0.567314 2.93 2.37 -0.14
H 2.325656 -3.956014 0.265741 1.41 -0.35 0.82
C -0.875763 -2.420778 0.840255 6.42 -0.09 -3.64
O -1.678824 -1.588036 1.024790 -5.93 2.29 3.26
N -0.517559 -3.559410 1.422243 2.23 -3.07 0.04
H 0.518942 -3.958552 1.265263 -3.41 1.54 -0.15
C -1.051652 -4.010398 2.696647 2.95 4.68 -0.25
H -1.917338 -3.336726 2.795223 0.12 -0.55 0.91
H -1.287710 -5.029803 2.737429 -0.06 -1.45 0.16
C 0.305641 -3.424668 3.773818 -15.35 -1.80 3.79
C 0.132769 -1.866022 4.059743 2.77 -4.59 7.12
H -0.517141 -1.548531 5.120947 2.00 -1.23 -3.33
C 1.702069 -1.727940 4.167210 -5.22 -3.99 9.52
H 1.874996 -0.825399 4.083494 2.94 8.49 -1.78
C 2.129938 -2.791333 3.431302 11.70 -0.02 -5.56
H 3.286411 -3.151623 3.625116 -2.37 1.34 -0.26
O 1.454180 -3.891995 3.594043 2.28 -3.90 -1.01
H 2.240125 -2.449844 2.327357 -0.58 -0.55 1.02
H 1.893496 -1.888551 5.489421 -0.25 0.15 -3.83
H -0.213792 -1.414338 3.293123 -2.52 3.34 -5.23
H -0.251242 -4.008669 4.597350 1.37 1.03 -0.04
H -1.589003 -0.197266 0.052879 0.07 1.30 -2.15
C -2.676256 1.987516 -1.002269 11.58 4.79 6.12
N -2.112073 3.417769 -1.280492 -3.08 -1.55 0.03
C -2.771957 4.018664 -2.323262 -4.34 -0.19 0.89
O -3.921977 3.876336 -2.821990 3.05 -1.40 0.99
C -2.146217 5.230329 -2.381725 7.35 9.96 1.19
C -2.186689 6.482993 -3.048469 -2.11 2.16 -3.08
C -1.321507 7.607617 -2.845306 0.95 -0.24 -2.76
C -0.104993 7.463126 -2.090065 -2.19 13.47 -8.87
C -0.073076 6.593309 -1.281447 1.49 -15.26 10.67
C -1.012522 5.481126 -1.355134 -3.41 -0.80 -2.35
C -1.100923 4.229508 -0.646188 5.24 -5.23 1.59
O -0.163866 3.645683 0.055647 -4.69 2.75 -2.19
H 0.797420 6.217141 -0.602225 -1.46 1.53 -0.90
H 0.521937 8.406469 -2.054293 -0.24 -1.55 -0.28
H -1.333929 8.526553 -3.636918 -0.47 -2.39 2.21
H -2.929101 6.795241 -3.925506 1.22 -1.42 2.02
H -3.504003 1.895360 -1.418702 -7.20 -1.09 -4.16
H -2.716253 2.045223 0.140175 -0.18 -1.03 -1.57
```
Positions in Å, forces in eV/Å.

Computed properties:
lowest unoccupied orbital energy = -1.5662 eV
max |F| = 0.363 Eh/bohr
net charge = 0
relative energy (zero: lowest compared OMol25 entry of this formula, charge and spin) = 18.600 eV
energy = -49751.187 eV

Results of the Löwdin charge analysis, in e, for atoms 1 through 6:
1. O 0.094
2. C -0.529
3. N 0.075
4. C -0.363
5. C -0.067
6. C -0.296